# 1
50
Properties=species:S:1:pos:R:3:forces:R:3 method="wB97M-V/def2-TZVPD" total_charge=0 spin_multiplicity=9 e_above_lowest_kj_mol=0.0 max_force_ev_per_a=8.60 homo_lumo_gap_ha="0.30542 / 0.29876" s_squared=20.0171 e_lumo_ha="-0.0400 / -0.0531"
Fe -2.259 1.487 1.755 0.9 -0.5 0.9
Fe 0.646 2.782 2.628 -2.0 -1.0 -0.1
C -1.836 3.393 3.246 2.4 -5.3 -0.1
O -2.878 2.664 3.383 -1.1 1.2 0.7
O -0.827 3.356 4.036 0.6 1.5 2.1
O -1.406 3.447 2.033 0.4 1.3 -4.0
C 0.220 0.672 1.161 -5.0 6.6 2.3
O 1.156 1.547 1.058 3.4 -0.3 -3.3
O -0.865 0.541 0.471 1.0 -2.0 -4.2
O -0.212 0.829 2.356 -0.5 -1.8 6.0
C -1.732 -2.044 2.417 -0.6 -1.2 0.7
C -3.058 -1.520 1.951 1.6 -0.2 -0.5
O -3.313 -0.349 2.199 -0.7 0.5 -0.4
C -3.973 -2.332 1.075 0.0 0.4 0.3
H -1.378 -1.453 3.255 0.4 0.3 -0.4
H -1.055 -2.139 1.569 0.2 0.5 -0.1
H -1.813 -3.070 2.793 -0.3 0.0 -0.1
H -4.935 -1.852 1.256 -0.3 -0.6 -0.4
H -3.934 -3.410 1.208 -0.2 0.1 0.6
H -3.688 -2.221 0.026 0.1 0.5 0.0
O 2.269 -1.811 -1.969 0.0 -0.4 0.8
C 1.068 -1.680 -1.940 1.6 -0.4 -0.5
O 0.230 -2.582 -1.389 -0.2 0.7 0.0
C 0.720 -3.611 -0.549 -0.4 -1.3 0.5
C -0.416 -4.636 -0.437 -0.2 0.3 0.2
C 0.419 -0.579 -2.659 -1.8 1.0 -0.2
H 1.011 -3.249 0.439 -0.1 0.4 0.0
H 1.593 -4.156 -0.911 0.1 0.5 -0.5
H -0.233 -5.369 0.349 0.4 -0.2 -0.3
H -0.583 -5.109 -1.404 0.1 -0.2 0.1
H -1.376 -4.200 -0.159 0.0 0.4 0.0
H -0.194 -1.000 -3.461 0.0 0.1 0.0
H 1.065 0.194 -3.064 0.6 -0.5 0.0
H -0.275 -0.021 -2.023 -0.1 -0.3 0.2
Br 3.759 1.741 -2.611 -0.2 0.1 -0.4
C 4.033 1.282 -0.763 0.8 -0.3 0.4
C 5.045 0.131 -0.696 -0.8 0.6 0.4
Br 5.128 -0.549 1.155 0.0 0.2 -0.4
H 3.081 1.051 -0.295 0.0 0.0 -0.1
H 4.478 2.177 -0.334 -0.2 0.0 0.2
H 6.032 0.525 -0.917 0.1 -0.4 -0.2
H 4.708 -0.689 -1.322 0.3 -0.1 0.0
Br 0.463 5.998 -2.019 0.0 -0.3 -0.1
C -0.840 4.596 -1.633 0.0 0.4 1.1
C -0.397 3.173 -1.885 -0.5 1.2 -0.7
Br -0.164 2.932 -3.813 0.1 -0.3 0.3
H -1.774 4.909 -2.088 0.1 -0.3 -0.4
H -0.995 4.678 -0.555 0.0 0.0 0.0
H -1.238 2.557 -1.578 0.3 -0.4 0.0
H 0.524 2.969 -1.347 0.0 -0.4 -0.2


# 2
7
Properties=species:S:1:pos:R:3:forces:R:3 method="wB97M-V/def2-TZVPD" total_charge=-1 e_above_lowest_kj_mol=15.5 smiles="O=C([O-])[SiH3]" max_force_ev_per_a=2.77 homo_lumo_gap_ha=0.27135 e_lumo_ha=0.1568
O 1.006 0.775 1.608 1.2 -0.9 0.1
C 0.945 -0.116 0.730 -0.9 -0.9 -0.9
O 1.580 -1.178 0.391 -0.7 2.4 1.3
Si -0.644 0.172 -0.415 2.1 -1.5 -0.6
H -1.502 1.321 -0.187 -0.4 0.6 -0.1
H 0.041 0.107 -1.800 -0.9 0.4 0.4
H -1.427 -1.082 -0.327 -0.4 0.0 -0.1


# 3
12
Properties=species:S:1:pos:R:3:forces:R:3 method="wB97M-V/def2-TZVPD" total_charge=0 e_above_lowest_kj_mol=619.9 max_force_ev_per_a=4.30 homo_lumo_gap_ha="0.31384 / 0.31379" e_lumo_ha="-0.0346 / -0.0346"
C -1.575 0.515 0.394 -0.9 0.2 -1.8
C -0.712 -0.547 -0.188 -0.7 0.0 -2.2
N 2.952 -0.211 -0.117 -2.5 2.2 -0.4
O 0.488 -0.705 0.358 4.1 0.7 1.2
O 1.789 0.384 -0.484 0.3 -2.4 1.8
H -1.973 0.143 1.293 0.0 0.2 1.8
H -0.958 1.395 0.371 -0.3 0.7 0.7
H -2.502 0.663 -0.212 0.8 0.1 0.0
H -0.403 -0.338 -1.225 -1.2 -0.1 -0.5
H -1.235 -1.505 -0.132 0.1 -0.4 -0.3
H 3.009 -1.106 -0.528 0.2 -1.2 -0.4
H 3.070 -0.196 0.887 0.1 0.1 0.1